Record 1
Here is an isolated molecule of C4H3Br at a distorted geometry from OMol25. Energies are from ωB97M-V/def2-TZVPD.

Bonds (Å) are listed after each position.
CARTESIAN COORDINATES (ANGSTROEM)
1 C -0.909 1.867 0.015  C2 1.216, H6 1.076
2 C -0.059 0.998 0.030  C1 1.216, C3 1.594
3 C 0.701 -0.402 -0.019  C2 1.594, C4 1.314, Br5 1.849
4 C -0.094 -1.447 0.033  C3 1.314, H7 1.070, H8 1.063
5 Br 2.541 -0.225 0.013  C3 1.849
6 H -1.534 2.722 -0.179  C1 1.076
7 H 0.462 -2.338 0.238  C4 1.070
8 H -1.108 -1.174 -0.132  C4 1.063

As for the HOMO energy: -9.578 eV. The structure (SMILES) is C#CC(=C)Br. The calculation puts the HOMO-LUMO gap at 10.39 eV.

=====

Record 2
Here is an isolated molecule of C4H3BrF4O at a distorted geometry from OMol25. Energies are from ωB97M-V/def2-TZVPD.

Bonds (Å) are listed after each position.
CARTESIAN COORDINATES (ANGSTROEM)
1 C 1.908 0.528 0.979  C2 1.518, C3 1.837, O5 1.355, F6 1.404
2 C 2.567 1.207 2.167  C1 1.518, C3 1.494, F7 1.349, F8 1.357
3 C 1.853 2.304 1.448  C1 1.837, C2 1.494, F9 1.317, Br10 1.832
4 C -0.109 -0.272 -0.087  O5 1.470, H11 1.092, H12 1.139, H13 1.208
5 O 0.808 -0.259 1.061  C1 1.355, C4 1.470
6 F 2.676 0.478 -0.195  C1 1.404
7 F 3.915 1.163 2.151  C2 1.349
8 F 2.104 0.744 3.357  C2 1.357
9 F 0.764 2.772 2.022  C3 1.317
10 Br 2.886 3.382 0.387  C3 1.832
11 H -0.414 0.663 -0.562  C4 1.092
12 H -0.898 -0.824 0.521  C4 1.139
13 H 0.294 -1.085 -0.884  C4 1.208

Its spin multiplicity is 3. As for the HOMO energy (spin up / spin down): -4.693 / -10.901 eV. The calculation puts the HOMO-LUMO gap (spin up / spin down) at 5.31 / 8.55 eV.

=====

no.,energy (Ha)
1,-2728.1058
2,-3202.6413